Formula: C12H18CuF9NO9
Source: the Open Molecules 2025 dataset
Level of theory: the ωB97M-V functional and the def2-TZVPD basis

Results
energy = -3738.973053 hartree
multiplicity = 3
HOMO (alpha / beta) = -5.4 / -5.4 eV
expectation value of S² = 2.017
LUMO energy (alpha / beta) = 0.0894 / -0.0473 hartree
total charge = -1
maximum force = 4.9 eV/A
gap between HOMO and LUMO (alpha / beta) = 7.87 / 4.06 eV

Last column: Mulliken charge in e.
Cartesian coordinates (Å):
Cu -1.46901 0.22941 1.06420  1.80
F 2.96674 -1.26605 2.21809  -0.27
F -0.08925 -1.50858 -4.25561  -0.26
F 2.45896 -0.20285 0.34138  -0.20
F -2.06920 -1.39072 -3.45676  -0.23
F -5.16111 -2.69125 1.04056  -0.29
F -1.18328 0.43571 -4.38382  -0.24
F 3.89011 0.60879 1.70008  -0.28
F -4.02198 -4.48280 1.49851  -0.30
F -3.58914 -3.18129 -0.42534  -0.18
O -3.79621 3.48153 0.57961  -0.66
O -3.06824 -1.05787 2.03847  -1.03
O -2.54794 4.30724 2.10416  -0.62
O -2.25698 2.34261 1.37040  -0.67
O -1.23974 0.18499 -1.15789  -0.38
O 0.43849 -0.12160 2.49022  -0.75
O 1.03544 1.75400 1.61448  0.00
O 0.59884 0.79040 -2.24082  -0.23
O -1.60413 -2.12835 0.88009  -0.41
N -2.86820 3.39708 1.37305  0.84
C 1.08965 3.82349 0.27918  -1.09
C 1.76490 0.60051 -3.05043  -0.39
C -3.84225 -3.20329 0.90533  0.85
C -2.78100 -2.32583 1.66733  0.35
C -0.62234 -3.16586 0.56411  0.01
C 2.46999 1.92358 -3.01130  -0.89
C 2.79595 -0.07312 1.67781  0.70
C -0.92340 -0.63996 -3.58455  0.54
C 1.56967 0.66064 2.33126  -0.15
C 0.35406 -3.44714 1.75681  -1.39
C -0.35442 -0.20741 -2.10763  0.32
C 1.90796 2.77272 1.09612  -0.22
H -0.02253 -2.67517 -0.20241  -0.04
H 0.69339 -2.66637 2.43750  0.23
H 0.64441 3.20209 -0.49782  0.16
H 0.10199 -1.09283 -1.66511  -0.02
H 2.61797 2.37164 0.37286  0.21
H 1.25297 -3.98646 1.45817  0.47
H -0.01949 -4.25257 2.38915  0.45
H 2.39242 3.30510 1.91463  0.26
H 1.77792 4.50889 -0.21540  0.36
H -2.41106 -2.89388 2.52089  0.26
H 1.88752 1.06406 3.29268  0.31
H 0.33092 4.44664 0.75259  0.34
H 2.05395 2.69594 -3.65820  0.31
H 2.42266 2.20093 -1.95824  -0.01
H -0.96182 -4.11311 0.14511  0.33
H 3.45005 1.60260 -3.36420  0.38
H 2.40507 -0.15509 -2.59508  0.24
H 1.53089 0.21894 -4.04429  0.45

Formula: C6H17N3
Source: the Open Molecules 2025 dataset
Level of theory: the ωB97M-V functional and the def2-TZVPD basis

Results
energy = -403.041692 hartree
HOMO = -7.8 eV
LUMO energy = 0.0352 hartree
energy relative to the best compared isomer or geometry (same formula, charge and spin) = 20.4 kcal per mole
maximum force = 3.2 eV/A
gap between HOMO and LUMO = 8.80 eV

Last column: Mulliken charge in e.
Cartesian coordinates (Å):
N 1.06138 -0.83198 -0.34615  0.14
N -1.18471 -0.58280 -1.38861  -0.65
N -2.17800 1.03302 0.76391  -0.74
C -1.01356 -1.75228 0.69828  -2.03
C -0.60863 0.78971 0.61868  0.46
C 1.66288 -0.38845 -1.59124  -0.98
C 1.97760 -0.66353 0.77061  -0.96
C -0.49318 -0.56499 -0.13190  0.63
C -0.04004 2.04096 -0.04101  -1.44
H 1.05204 2.03281 -0.04542  0.27
H 2.88357 -1.26397 0.61671  0.34
H 2.65859 -0.83408 -1.72085  0.36
H -0.38384 2.16389 -1.07211  0.34
H 1.09768 -0.72965 -2.46513  0.31
H -0.59574 -1.75439 1.70835  0.31
H -1.06679 0.29642 -1.88018  0.26
H 2.30007 0.37718 0.90293  0.29
H -0.33915 2.93635 0.51475  0.43
H 1.78847 0.69938 -1.65475  0.27
H -2.10285 -1.72306 0.80592  0.51
H -0.75366 -2.70186 0.21610  0.46
H -2.51623 0.45624 1.53283  0.23
H -2.18160 -0.71593 -1.23683  0.34
H -2.33457 1.99407 1.06912  0.25
H -0.23594 0.69502 1.64075  0.32
H 1.54622 -1.00808 1.71524  0.27

Formula: C33H36Cl2N5O7RuSSi
Source: the Open Molecules 2025 dataset
Level of theory: the ωB97M-V functional and the def2-TZVPD basis

Results
energy = -3782.418151 hartree
multiplicity = 6
HOMO (alpha / beta) = 0.2 / -2.6 eV
expectation value of S² = 8.825
LUMO energy (alpha / beta) = 0.1463 / 0.1460 hartree
energy relative to the best compared isomer or geometry (same formula, charge and spin) = 2.4 kcal per mole
total charge = -2
maximum force = 0.6 eV/A
gap between HOMO and LUMO (alpha / beta) = 3.83 / 6.59 eV

Last column: Mulliken charge in e.
Cartesian coordinates (Å):
Ru 0.00542 0.37815 0.91597  -0.02
Cl 0.17826 0.91903 4.19221  -0.02
Cl 1.46978 3.36832 3.27954  -0.08
S 2.63057 0.39511 1.41514  -0.56
Si -2.32406 0.40440 1.39816  0.89
O 1.00074 4.25286 0.05858  -0.82
O 0.55717 4.09916 -6.16132  -0.69
O 0.46053 0.36312 -1.18528  1.51
O -0.02596 2.37429 0.60160  -0.32
O 0.55800 -0.50871 -5.20442  -0.92
O 0.56992 5.57708 -4.59841  -0.70
O 1.23267 -1.25525 -3.21038  -0.68
N -0.21270 -1.41351 1.34755  -0.17
N 3.32828 -0.86424 -0.84847  0.35
N 0.56788 4.40664 -4.97204  1.06
N 2.93087 -2.20534 0.95803  0.01
N 0.74909 -0.31647 -3.95161  0.93
C -0.00710 -2.71123 3.80336  -1.21
C 0.58247 3.35056 -3.98607  -0.73
C -0.24340 -3.47316 2.53094  1.41
C 0.63303 3.68594 -2.65171  -0.58
C 0.58062 2.01320 -4.40646  -0.76
C -4.12525 -0.41899 -2.26445  -0.41
C -4.57907 2.61311 4.11413  -0.58
C -3.00356 0.56293 -0.35041  0.67
C -3.16034 1.77194 -2.44746  -0.53
C -0.90614 -2.70430 -1.16778  -0.70
C -0.58820 -5.54516 1.33886  -0.78
C -2.43630 3.11530 2.41837  -0.02
C 0.62841 0.99037 -3.46857  -0.49
C -3.85067 0.71176 -3.01979  -0.64
C -0.76784 -4.83106 0.15703  -0.91
C 3.38324 0.36313 -1.64213  0.27
C 0.57226 3.15306 -0.25974  -0.46
C -0.67956 -3.44774 0.10994  1.09
C -0.37670 -2.73823 1.31254  -0.41
C 4.61891 -3.78215 0.05754  -1.35
C -0.33713 -4.85395 2.52212  -0.88
C -2.74740 1.69831 -1.12527  -0.18
C 1.29757 2.22758 4.60240  -0.56
C 2.97884 -0.97315 0.42931  0.34
C -4.04140 1.59308 3.33785  -0.59
C -2.97294 4.13779 3.19068  -0.79
C -2.97158 1.82201 2.46872  0.08
C 4.75246 0.51991 -2.28029  -1.79
C -4.04668 3.89196 4.03760  -0.36
C -3.69934 -0.49194 -0.94431  -0.58
C 3.14291 -3.44611 0.23327  -0.47
C 0.54685 1.30579 -2.04842  0.54
C 0.60265 2.68608 -1.68392  0.55
H -2.54223 5.13048 3.13266  0.41
H 5.53451 0.62884 -1.52536  0.38
H -3.89220 -1.39396 -0.37230  0.36
H -2.17808 2.51816 -0.70490  0.30
H 2.26102 1.77279 4.80382  0.31
H -1.91083 -2.27037 -1.18278  0.00
H -4.46491 0.59647 3.40591  0.34
H 0.92510 -2.13958 3.77432  0.19
H 5.11114 -3.83993 1.02966  0.33
H -0.79463 -1.97042 3.95860  0.09
H 0.02122 -3.38604 4.66119  0.39
H -0.81043 -3.35775 -2.03471  0.44
H 2.60056 0.28512 -2.39105  -0.25
H 4.73086 -4.74275 -0.44740  0.41
H -5.41108 2.40869 4.77896  0.36
H 4.99598 -0.33788 -2.91130  0.36
H 3.27117 -1.70406 -1.40614  0.29
H -4.15266 0.75902 -4.05870  0.35
H -4.46379 4.69251 4.63815  0.35
H 0.57692 1.75286 -5.45071  0.62
H 0.67423 4.71848 -2.33925  0.59
H 0.89999 2.74125 5.47042  0.38
H -3.02529 -0.78026 1.97054  -0.42
H -0.22522 -5.39758 3.45540  0.34
H 2.63332 -4.22758 0.79605  0.44
H -2.90751 2.64232 -3.04068  0.37
H 5.13230 -3.02137 -0.53211  0.27
H -0.22311 -1.86780 -1.31804  -0.46
H 2.63288 -3.40695 -0.73347  0.20
H 4.75477 1.40746 -2.91455  0.45
H -1.57637 3.31298 1.78908  0.38
H -0.65304 -6.62687 1.34006  0.37
H 2.48638 -2.24150 1.86126  0.20
H -4.64693 -1.25690 -2.71227  0.36
H 3.15810 1.19483 -0.97853  0.13
H -0.97825 -5.36398 -0.76459  0.43

Formula: C12H14NO2
Source: the Open Molecules 2025 dataset
Level of theory: the ωB97M-V functional and the def2-TZVPD basis

Results
energy = -670.979743 hartree
HOMO = -4.4 eV
LUMO energy = 0.1132 hartree
energy relative to the best compared isomer or geometry (same formula, charge and spin) = 8.3 kcal per mole
total charge = -1
maximum force = 1.3 eV/A
gap between HOMO and LUMO = 7.49 eV

Last column: Mulliken charge in e.
Cartesian coordinates (Å):
O 1.25768 -2.33004 1.47827  -0.72
O 3.29597 -2.10437 2.41047  -0.75
N -0.86386 -1.58402 -1.01609  0.03
C -1.23062 0.51059 -1.70746  1.33
C 1.22165 1.44006 -0.81136  -0.59
C -0.32973 -0.33612 -1.05254  -0.63
C 2.51645 0.11646 3.94519  -1.12
C 2.12428 -1.74797 2.19099  0.45
C -3.60645 0.19790 -2.76703  -1.30
C -0.88540 1.84516 -1.99294  -0.66
C 1.64644 -0.39401 2.78345  0.21
C -2.08722 -1.56456 -1.65695  -0.75
C 0.91318 0.11512 -0.61705  -0.70
C 0.30606 2.29511 -1.45406  -0.47
C -2.36497 -0.29555 -2.08203  0.52
H -1.53312 2.50436 -2.55399  0.28
H 2.13042 1.86027 -0.39956  0.42
H 0.50568 3.34366 -1.59488  0.37
H 1.53205 -0.58628 -0.07894  0.60
H -0.53495 -2.34942 -0.44546  0.28
H 2.85945 -0.76117 4.49168  0.27
H -3.89901 -0.50552 -3.53968  0.33
H -4.42581 0.25768 -2.05758  0.28
H 0.59618 -0.47084 3.06080  0.28
H -3.47354 1.19129 -3.18753  0.29
H -2.80260 -2.35745 -1.48016  0.35
H 3.38119 0.64512 3.55436  0.26
H 1.99522 0.77696 4.64570  0.35
H 1.75538 0.28756 1.93436  -0.21

Question: Which of these has the highest energy?
Answer: C6H17N3

Question: Which value of energy does entry 3 give?
Answer: -3782.418151 hartree